Entry from the OMol25 dataset: an isolated ion of composition C6H11O and charge -1 (ωB97M-V/def2-TZVPD).

Computed properties:
charge: -1
SMILES: C=CCCCC[O-]
highest occupied orbital energy: -2.13 eV
molecular weight: 99.153 g mol⁻¹
lowest unoccupied orbital energy: 3.64 eV
frontier orbital gap: 5.76 eV

Structure (XYZ):
```
18
Properties=species:S:1:pos:R:3:forces:R:3:mulliken_charge:R:1
C -2.07895 -2.28132 1.12700 0.3 0.1 1.6 -0.741
C -0.86701 -1.73644 1.37199 0.5 0.1 -0.7 -0.134
C 0.10975 -1.41973 0.28104 -0.7 2.2 -0.5 -0.769
C 1.05442 -0.18826 0.45245 0.2 -0.5 -1.5 -0.586
C 0.35260 1.09746 -0.00777 0.1 1.0 0.9 -0.504
C 1.08365 2.01652 -1.07677 -0.9 0.3 0.2 -0.320
O 0.23508 2.34438 -2.07454 0.5 -0.2 0.0 -0.904
H -2.76084 -1.87296 0.39231 0.5 -1.0 -1.1 0.301
H -2.45677 -2.99953 1.86820 -0.6 1.1 0.2 0.231
H -0.53344 -1.39646 2.34676 0.3 -1.4 0.7 0.345
H 0.70618 -2.27811 -0.05710 -0.5 -0.2 0.4 0.377
H -0.57532 -1.09223 -0.53202 0.7 -0.7 -0.3 0.277
H 1.57247 -0.10044 1.40467 -0.3 -0.1 0.4 0.439
H 1.88947 -0.38810 -0.26889 -0.5 0.3 0.4 0.288
H -0.58580 0.89029 -0.50955 -0.1 -0.3 -0.2 0.121
H 0.03048 1.72016 0.85466 0.3 -0.2 -0.1 0.366
H 1.99983 1.43208 -1.32341 0.2 -0.1 -0.5 0.102
H 1.48346 2.94357 -0.57848 0.1 -0.2 0.3 0.113
```
Positions in Å, forces in eV/Å.